Entry from OMol25: one molecule with the formula C6H7ClNP in a non-equilibrium geometry (ωB97M-V/def2-TZVPD).

The geometry in XYZ format:
```
16
Properties=species:S:1:pos:R:3:nbo_charge:R:1
C -0.29 1.69 -1.50 -0.35
C -0.91 2.24 -0.38 -0.20
C 0.57 0.60 -1.31 -0.32
C -0.56 1.78 0.88 -0.10
C 0.66 0.13 -0.02 0.13
C 0.11 -2.47 1.31 -1.04
N 0.17 0.63 1.07 -0.46
P 1.60 -1.86 0.47 0.92
Cl 1.42 -2.74 -1.33 -0.26
H -0.43 1.94 -2.54 0.22
H -1.68 3.07 -0.49 0.23
H 1.07 0.25 -2.13 0.22
H -0.92 2.19 1.77 0.19
H 0.06 -3.31 1.97 0.26
H -0.56 -2.56 0.38 0.26
H -0.29 -1.57 1.86 0.28
```

## Properties
HOMO energy (spin up / spin down)   -4.702 / -9.123 eV
2S+1   3
Calculated total energy   -1088.9475 a.u.
Energy relative to the best compared isomer or geometry (same formula, charge and spin)   25.8 kcal/mol
LUMO level (spin up / spin down)   0.51 / -3.30 eV
Gap between HOMO and LUMO (spin up / spin down)   5.21 / 5.82 eV



Entry from OMol25: one molecule with the formula C6H7ClO in a non-equilibrium geometry (ωB97M-V/def2-TZVPD).

The geometry in XYZ format:
```
15
Properties=species:S:1:pos:R:3:nbo_charge:R:1
C -0.63 1.17 0.08 0.11
C -1.34 -0.09 0.33 -0.43
C 0.08 -0.23 -0.14 -0.17
C 1.23 -0.43 0.83 -0.34
C 0.30 -0.75 -1.49 -0.02
C 0.64 -1.19 -2.55 -0.21
H -1.01 2.20 1.65 0.48
H -0.77 1.76 -0.87 0.19
H -1.59 -0.25 1.38 0.23
H -2.07 -0.49 -0.36 0.24
H 0.97 0.19 1.70 0.24
H 2.17 -0.14 0.37 0.23
H 0.89 -1.52 -3.55 0.24
O -0.22 1.91 1.20 -0.70
Cl 1.35 -2.14 1.40 -0.09
```

## Properties
HOMO energy   -9.456 eV
Structure (SMILES)   C#C[C@]1(CCl)C[C@H]1O
Calculated total energy   -768.1483 a.u.
Energy relative to the best compared isomer or geometry (same formula, charge and spin)   72.7 kcal/mol
LUMO level   0.71 eV
Gap between HOMO and LUMO   10.17 eV



Entry from OMol25: a 2-piece molecular cluster, C6H7F3N5 overall in a non-equilibrium geometry (ωB97M-V/def2-TZVPD).

The geometry in XYZ format:
```
21
Properties=species:S:1:pos:R:3:nbo_charge:R:1
C -1.90 -0.91 0.20 0.30
C 1.65 -0.75 0.55 -0.41
C 1.13 0.59 1.07 -0.46
C 1.65 -0.59 -0.98 -0.22
C 0.21 0.98 -0.03 0.11
C -0.56 2.21 -0.04 0.92
N -2.99 -2.56 0.72 -0.18
N -2.27 -1.60 1.26 -0.46
N -2.33 -1.36 -0.97 -0.47
N -3.03 -2.42 -0.60 -0.18
N 0.74 0.52 -1.26 -0.59
F -1.17 2.47 1.13 -0.32
F 0.18 3.41 -0.26 -0.39
F -1.50 2.27 -1.00 -0.32
H 2.64 -1.01 0.93 0.20
H 0.95 -1.54 0.84 0.23
H 0.62 0.50 2.03 0.24
H 1.96 1.30 1.19 0.20
H 2.64 -0.31 -1.35 0.17
H 1.34 -1.51 -1.48 0.21
H 0.03 0.32 -1.95 0.41
```

## Properties
HOMO energy (spin up / spin down)   -4.981 / -4.602 eV
Calculated total energy   -806.1277 a.u.
Energy relative to the best compared isomer or geometry (same formula, charge and spin)   69.3 kcal/mol
LUMO level (spin up / spin down)   3.26 / 3.36 eV
Gap between HOMO and LUMO (spin up / spin down)   8.24 / 7.96 eV
Net charge   -1



Entry from OMol25: C6H7F6N2O8PtS2 as an isolated structure (ωB97M-V/def2-TZVPD).

The geometry in XYZ format:
```
32
Properties=species:S:1:pos:R:3:nbo_charge:R:1
Pt 0.31 0.35 -0.09 0.94
F 3.29 -0.90 2.48 -0.30
C 2.48 -1.92 2.24 0.73
F 2.63 -2.34 1.00 -0.30
F 2.80 -2.93 3.06 -0.32
S 0.72 -1.44 2.58 2.30
O 0.51 -0.14 1.94 -0.94
O 0.64 -1.36 4.01 -0.91
N -0.05 -2.64 2.02 -1.28
S -0.89 -3.13 0.79 2.29
O -2.25 -3.38 1.15 -0.92
O -0.62 -2.49 -0.46 -0.94
C -0.14 -4.81 0.59 0.71
F 1.03 -4.74 -0.05 -0.32
F -0.96 -5.57 -0.14 -0.32
F 0.06 -5.42 1.76 -0.31
N -0.03 0.76 -2.04 -0.75
C 1.12 0.55 -2.93 -0.22
C 2.34 1.29 -2.41 -0.53
C 3.03 0.55 -1.27 0.78
O 4.22 0.27 -1.36 -0.65
O 2.31 0.28 -0.22 -0.74
H -0.78 0.10 -2.25 0.41
H -0.42 1.70 -2.08 0.43
H 0.86 0.88 -3.94 0.19
H 1.31 -0.53 -2.96 0.21
H 2.02 2.27 -2.04 0.22
H 3.06 1.45 -3.21 0.23
O -1.70 0.35 0.24 -0.72
C -2.39 1.36 -0.17 0.65
O -2.06 2.29 -0.88 -0.72
H -3.42 1.33 0.25 0.08
```

## Properties
HOMO energy   -6.176 eV
Calculated total energy   -2459.2918 a.u.
Energy relative to the best compared isomer or geometry (same formula, charge and spin)   6.4 kcal/mol
LUMO level   2.41 eV
Gap between HOMO and LUMO   8.59 eV
Net charge   -1



Entry from OMol25: an isolated ion of composition C6H7FN and charge +1 in a non-equilibrium geometry (ωB97M-V/def2-TZVPD).

The geometry in XYZ format:
```
15
Properties=species:S:1:pos:R:3:nbo_charge:R:1
C -1.16 -1.13 0.08 -0.26
C -1.35 1.21 -0.05 -0.20
C -2.11 0.02 0.00 0.51
C 0.10 -0.71 -0.01 0.21
C 1.06 1.53 -0.06 0.11
C 1.50 -1.17 0.00 -0.67
N 0.01 0.82 -0.07 -0.27
F -3.35 -0.22 0.09 -0.23
H -1.43 -2.21 0.20 0.28
H -1.82 2.15 0.00 0.27
H 2.11 1.17 -0.08 0.25
H 0.99 2.69 -0.15 0.25
H 1.92 -0.98 0.88 0.24
H 2.03 -0.84 -0.80 0.24
H 1.51 -2.34 -0.03 0.28
```

## Properties
HOMO energy   -13.867 eV
Structure (SMILES)   C=[N+]1C=C(F)C=C1C
Calculated total energy   -387.0947 a.u.
Energy relative to the best compared isomer or geometry (same formula, charge and spin)   44.9 kcal/mol
LUMO level   -5.82 eV
Gap between HOMO and LUMO   8.05 eV
Net charge   +1



Entry from OMol25: a 2-piece molecular cluster, C6H7FN2 overall in a non-equilibrium geometry (ωB97M-V/def2-TZVPD).

The geometry in XYZ format:
```
16
Properties=species:S:1:pos:R:3:nbo_charge:R:1
C 1.06 -1.58 1.18 0.01
C 1.02 -0.19 1.33 -0.09
C 2.11 -0.66 -0.40 0.20
C -1.15 0.60 0.47 -0.24
C -0.58 1.22 -0.67 -0.35
C -0.10 0.56 -1.80 0.37
N 1.77 -1.86 0.13 -0.49
N 1.69 0.35 0.32 -0.53
F -0.61 -0.66 -1.96 -0.32
H 0.51 -2.36 1.78 0.21
H 0.77 0.51 2.17 0.23
H 2.83 -0.64 -1.16 0.19
H -1.55 1.27 1.10 0.18
H -1.64 -0.45 0.57 0.23
H -0.11 2.16 -0.46 0.23
H 0.42 0.91 -2.56 0.17
```

## Properties
HOMO energy (spin up / spin down)   -8.495 / -8.807 eV
Calculated total energy   -442.0304 a.u.
Energy relative to the best compared isomer or geometry (same formula, charge and spin)   102.7 kcal/mol
LUMO level (spin up / spin down)   -1.68 / -1.22 eV
Gap between HOMO and LUMO (spin up / spin down)   6.81 / 7.59 eV



Entry from OMol25: a 2-piece molecular cluster, C6H7FN2O2S overall in a non-equilibrium geometry (ωB97M-V/def2-TZVPD).

The geometry in XYZ format:
```
19
Properties=species:S:1:pos:R:3:nbo_charge:R:1
C 0.13 1.13 -1.76 -0.17
C -0.87 0.57 -0.97 -0.30
C 1.40 0.55 -1.88 -0.30
C 0.83 -1.02 -0.20 -0.30
C -0.51 -0.60 -0.26 0.06
C 1.75 -0.58 -1.12 0.41
N 0.90 0.44 2.27 -1.07
N -1.33 -1.42 0.46 -0.07
O -1.60 1.12 2.61 -0.88
O -2.63 -1.10 0.51 -0.49
F 2.95 -1.15 -1.16 -0.31
S -0.67 0.06 2.84 1.21
H -0.21 1.97 -2.47 0.23
H -1.81 1.06 -1.08 0.22
H 2.05 0.88 -2.58 0.22
H 1.00 -1.97 0.36 0.25
H 1.61 -0.27 1.91 0.42
H 0.89 1.22 1.61 0.40
H -2.79 -0.27 0.08 0.45
```

## Properties
HOMO energy (spin up / spin down)   -7.642 / -8.198 eV
Calculated total energy   -990.7228 a.u.
Energy relative to the best compared isomer or geometry (same formula, charge and spin)   81.4 kcal/mol
LUMO level (spin up / spin down)   -1.11 / -0.10 eV
Gap between HOMO and LUMO (spin up / spin down)   6.54 / 8.09 eV



Entry from OMol25: one molecule with the formula C6H7FO in a non-equilibrium geometry (ωB97M-V/def2-TZVPD).

The geometry in XYZ format:
```
15
Properties=species:S:1:pos:R:3:nbo_charge:R:1
C 1.77 -1.34 -0.49 -0.64
C 0.34 -1.18 -0.07 0.09
C -0.35 0.08 0.03 0.08
C 0.24 1.45 -0.26 0.06
C -1.81 0.00 -0.16 -0.05
C -3.01 -0.08 -0.21 -0.20
H 1.89 -1.19 -1.59 0.22
H 2.14 -2.38 -0.26 0.22
H 2.39 -0.63 -0.02 0.24
H -0.30 -2.04 -0.25 0.19
H 0.16 1.67 -1.31 0.18
H -0.32 2.23 0.36 0.18
H -4.05 -0.26 -0.35 0.24
O 0.12 -0.57 1.19 -0.45
F 1.57 1.51 0.10 -0.35
```

## Properties
HOMO energy   -10.176 eV
Structure (SMILES)   C#C[C@@]1(CF)O[C@@H]1C
Calculated total energy   -407.8102 a.u.
Energy relative to the best compared isomer or geometry (same formula, charge and spin)   68.0 kcal/mol
LUMO level   0.94 eV
Gap between HOMO and LUMO   11.12 eV



Entry from OMol25: C6H7FeO5 as an isolated structure in a non-equilibrium geometry (ωB97M-V/def2-TZVPD).

The geometry in XYZ format:
```
19
Properties=species:S:1:pos:R:3:nbo_charge:R:1
O 0.97 -0.36 1.89 -0.91
Fe 0.90 1.20 0.90 1.52
O 2.68 0.75 -0.16 -0.65
C 3.51 -0.04 -0.21 0.68
C 0.05 -1.40 1.88 -0.06
C -0.18 -1.97 0.47 -0.48
H 0.42 -2.24 2.51 0.20
H -0.93 -1.12 2.32 0.16
H 0.75 -2.46 0.14 0.23
H -0.97 -2.74 0.50 0.26
C -0.52 -0.94 -0.56 -0.15
C -1.25 0.15 -0.32 -0.02
O -1.53 1.07 -1.34 -0.44
C -0.78 2.15 -1.37 1.05
O 0.18 2.35 -0.63 -0.77
O -1.10 2.91 -2.37 -0.61
H -0.12 -1.06 -1.57 0.24
H -1.76 0.38 0.62 0.22
H -0.32 3.37 -2.72 0.53
```

## Properties
HOMO energy (spin up / spin down)   -13.641 / -13.738 eV
2S+1   5
Calculated total energy   -1872.4667 a.u.
Energy relative to the best compared isomer or geometry (same formula, charge and spin)   0.0 kcal/mol
LUMO level (spin up / spin down)   -3.76 / -4.70 eV
Gap between HOMO and LUMO (spin up / spin down)   9.88 / 9.04 eV
Net charge   +1



Entry from OMol25: C6H7LaLiO6 as an isolated structure in a non-equilibrium geometry (ωB97M-V/def2-TZVPD).

The geometry in XYZ format:
```
21
Properties=species:S:1:pos:R:3:mulliken_spin:R:1
Li -1.28 -1.19 0.97 0.01
O -1.85 -1.82 -0.82 0.17
O -2.41 0.09 -1.87 -0.03
C -3.17 0.68 -0.76 0.08
C -2.28 1.49 0.15 0.00
O -1.31 0.71 0.78 0.00
C -1.83 -1.04 -1.74 0.76
H -3.92 1.31 -1.24 0.00
H -3.67 -0.15 -0.23 0.00
H -2.94 1.96 0.90 0.00
H -1.84 2.31 -0.44 0.00
La 0.67 1.06 1.33 0.00
O 0.71 -1.14 1.20 0.00
O 2.00 0.03 -0.08 0.00
C 2.68 0.19 -1.27 0.00
C 2.04 0.20 -2.45 0.00
O 2.34 -2.23 0.06 0.00
C 1.74 -1.28 0.46 0.00
H 3.75 0.29 -1.12 0.00
H 2.54 0.62 -3.32 0.00
H 1.24 -0.53 -2.62 -0.01
```

## Properties
HOMO energy (spin up / spin down)   -16.277 / -17.185 eV
2S+1   2
Calculated total energy   -722.7981 a.u.
Energy relative to the best compared isomer or geometry (same formula, charge and spin)   11.8 kcal/mol
LUMO level (spin up / spin down)   -8.62 / -8.62 eV
Gap between HOMO and LUMO (spin up / spin down)   7.66 / 8.56 eV
Net charge   +2



Entry from OMol25: C6H7LiO6Sc as an isolated structure in a non-equilibrium geometry (ωB97M-V/def2-TZVPD).

The geometry in XYZ format:
```
21
Properties=species:S:1:pos:R:3:nbo_charge:R:1
Sc 2.12 2.54 -1.00 1.84
O 0.35 1.16 -0.79 -0.66
O 1.05 -1.13 -0.54 -0.44
C 2.39 -1.41 -0.95 -0.11
C 3.22 -0.53 -0.03 -0.11
O 2.31 0.58 0.21 -0.61
C 1.01 0.14 -0.08 0.70
H 2.57 -2.48 -0.80 0.26
H 2.52 -1.15 -2.01 0.20
H 4.13 -0.14 -0.48 0.22
H 3.44 -1.00 0.94 0.24
Li -5.83 -0.18 -0.14 0.97
O -4.63 1.40 -0.05 -0.77
O -2.50 1.05 0.46 -0.52
C -1.50 0.15 0.78 -0.12
C -0.13 0.70 0.63 0.10
O -3.96 -0.68 0.35 -0.81
C -3.76 0.55 0.22 0.94
H -1.66 -0.28 1.78 0.26
H 0.08 1.50 1.35 0.21
H -1.23 -0.80 0.16 0.21
```

## Properties
HOMO energy (spin up / spin down)   -14.885 / -14.885 eV
2S+1   2
Calculated total energy   -1451.8773 a.u.
Energy relative to the best compared isomer or geometry (same formula, charge and spin)   0.0 kcal/mol
LUMO level (spin up / spin down)   -9.83 / -9.91 eV
Gap between HOMO and LUMO (spin up / spin down)   5.06 / 4.98 eV
Net charge   +2



Entry from OMol25: C6H7LiO6Sm as an isolated structure in a non-equilibrium geometry (ωB97M-V/def2-TZVPD).

The geometry in XYZ format:
```
21
Properties=species:S:1:pos:R:3:mulliken_spin:R:1
Sm 2.36 2.69 -1.11 6.03
O 0.48 1.15 -1.07 -0.01
O 1.09 -1.07 -0.63 0.00
C 2.49 -1.28 -0.83 0.00
C 3.10 -0.42 0.26 0.00
O 2.19 0.68 0.33 0.00
C 0.87 0.23 -0.19 -0.02
H 2.70 -2.34 -0.72 0.00
H 2.78 -0.94 -1.83 0.00
H 4.10 -0.04 0.02 0.00
H 3.12 -0.93 1.24 0.00
Li -5.96 0.20 -0.78 0.00
O -4.47 1.53 -0.17 0.00
O -2.55 0.76 0.76 0.00
C -1.60 -0.03 0.51 0.00
C -0.22 0.31 0.85 0.01
O -4.29 -0.67 0.18 0.00
C -3.92 0.49 0.15 0.00
H -1.87 -1.04 0.17 0.00
H -0.25 1.32 1.29 0.00
H -0.15 -0.62 1.55 0.00
```

## Properties
HOMO energy (spin up / spin down)   -15.841 / -16.573 eV
2S+1   7
Calculated total energy   -1349.2274 a.u.
Energy relative to the best compared isomer or geometry (same formula, charge and spin)   0.0 kcal/mol
LUMO level (spin up / spin down)   -7.70 / -7.56 eV
Gap between HOMO and LUMO (spin up / spin down)   8.14 / 9.01 eV
Net charge   +2